198
Properties=species:S:1:pos:R:3 method="wB97M-V/def2-TZVPD" total_energy_ev=-87038.1072 smiles=CC1(C)CCCC(C)(C)N1O.CC1(C)CCCC(C)(C)N1O.CC1(C)CCCC(C)(C)N1O.CC1(C)CCCC(C)(C)N1O.CC1(C)CCCC(C)(C)N1O.CC(C)O.CC(C)O.CC(C)O.CC(C)O gap_ev=8.5077 homo_ev=-7.997 lumo_ev=0.51
C 2.46625 6.75675 2.51090
H -2.80623 3.09572 -5.48030
H -4.59786 1.63203 3.22955
H -2.68346 -2.85244 -1.73260
H 1.63878 0.78900 2.47355
H -3.90464 -2.45003 -3.82700
H 1.74442 8.02519 -1.10300
C 1.31304 3.29775 -6.54258
H -1.08821 -4.30977 -1.62279
H 0.29718 -2.44183 3.97853
C -1.02800 2.91491 -4.39217
H -0.13608 -1.70480 1.50069
H 3.00789 3.18898 -3.59788
H -2.29587 -8.01080 -2.01049
H 1.99229 -1.56904 2.98929
H 3.62092 -3.00530 3.98457
H -6.02326 -0.11672 5.32618
H -1.66866 4.51093 -5.82854
H -2.29361 0.21280 5.98789
O -0.23649 -1.28065 0.64535
H 2.10345 0.94443 -5.81751
H -5.43844 -1.83870 0.72285
H 2.62262 5.76297 2.93051
C 0.95821 1.19505 1.72518
H 4.08104 -0.10253 5.02018
C -4.05222 -0.62582 5.12394
H -2.84965 -2.68706 3.78794
H 1.30238 -4.43343 4.57370
H -0.70820 4.19563 1.59015
C -2.66209 0.02411 4.97956
H 4.38862 0.43895 -1.30271
H -2.02991 0.99408 -4.54056
H 2.38612 -3.88475 -0.88971
H -4.42737 -5.37391 -1.48251
H -4.89570 -3.88781 -3.81025
H 1.43961 2.37368 7.77683
H -2.99847 3.28240 -3.25159
C 3.58944 -1.91592 3.96612
C -1.60527 -3.46636 -4.47922
H 3.73086 -4.96186 -3.11246
N -4.39223 -1.67091 4.07013
H -0.59444 6.26542 -1.03167
O -0.11496 5.54347 -0.61875
C 2.88819 3.31932 -4.67342
N 0.66621 6.27012 0.29457
C 4.29625 -1.16203 5.15897
H 3.27322 3.51563 5.33487
C 4.80996 -5.04783 -3.23989
H 2.90014 0.54580 -2.15145
C 3.32860 0.20269 -1.20975
H 0.46486 2.82796 -7.04056
C -2.97822 -7.23469 -1.66385
C 1.39974 1.35055 -5.09091
H -3.94041 -7.43563 -2.13494
C -5.14002 0.45980 5.05121
C 0.01486 0.73674 -5.34665
C 2.08937 6.25099 -0.00832
H -0.74220 0.91377 -3.39708
H 0.70902 0.45918 5.09819
C 0.97042 6.99236 2.61307
C -3.45403 -4.53095 -5.67531
C 0.05240 6.16264 1.65752
C -1.78409 3.44705 -5.62131
H 3.70447 4.79546 -0.56703
H -6.28427 1.75201 3.78361
H -1.49702 2.96738 -6.55705
H -0.38324 4.64078 3.13888
H 1.00179 -0.66749 -2.53421
H 7.08058 -4.38983 -3.50869
C 1.19611 0.57816 0.26824
H 2.13893 4.09974 -0.74562
O -1.87402 -6.54688 -4.39903
H -1.24954 -4.24425 4.31811
O 0.43233 4.79788 -4.02906
H 3.96345 6.67094 1.03352
C 0.80445 -4.58704 3.61632
C 1.73272 -1.73470 -0.74001
H 5.51071 -3.06666 -2.61652
C -1.01629 1.35061 -4.35736
H 2.32421 -3.13725 0.77436
H -2.31021 -3.96742 2.25927
H 0.81994 1.63516 -1.63223
H 5.37581 -1.23121 5.29265
H 0.81308 8.05247 2.41430
H 0.92364 2.28431 1.70486
N -2.68409 -5.66443 -3.65402
H 2.93548 4.38436 -4.90047
C 1.85923 1.95663 5.94276
H 5.33811 -1.54504 2.60541
H -3.41071 -0.79049 0.91522
H 5.17520 -5.57634 -2.35934
C -3.60078 -3.38658 -1.98023
H -0.58945 0.62838 -1.00591
C 2.69746 4.82244 -0.15075
H -2.49819 -1.30888 2.26164
H 3.69885 2.76555 -5.14698
H -1.63454 2.81509 -2.22213
H -3.33018 -4.66329 -0.40473
C 0.49014 1.42378 5.55616
C 4.27501 -1.32433 2.70138
H -0.93073 -3.91456 -5.20875
H -1.76911 4.41854 -2.88797
C -3.93164 -3.48812 -3.49573
H -1.30513 7.82926 1.47008
H -6.76479 -0.36241 2.63996
C -1.91958 3.36412 -3.11958
H 1.24395 -2.28109 -2.84318
H 3.99788 -1.60194 -0.29774
H 2.95463 7.40298 3.24027
C 2.61150 0.97600 -0.08191
O 2.20974 -1.51878 3.92298
H -2.16167 6.21855 1.26085
H 5.13658 -1.93108 -4.89194
N 0.36674 3.42440 -4.26907
H 4.21278 -0.23716 2.65347
C -3.50361 -4.79540 -1.47270
H -0.29765 0.85541 -6.38412
H 0.67170 -5.63630 3.35263
H 3.52877 -1.80483 -1.92362
C -1.29810 -4.36814 2.20291
H -6.08664 -2.81486 2.06603
H 0.00833 2.11082 4.86051
C -2.52743 -5.79669 -2.17622
H -0.26330 -5.70110 -2.19495
H -4.46950 -2.98930 1.51706
H 1.10609 4.36563 -6.61265
C 1.87279 -3.19882 -0.21586
C -4.70882 -1.18796 2.66299
N 1.10044 -0.88867 0.33341
H -1.67124 6.67621 2.82505
H -1.03393 -3.44212 -3.55127
H 3.29515 2.02908 4.34761
H -2.59349 0.92634 4.37180
H 3.25905 0.92789 0.79357
H 4.47728 -3.38912 -5.49754
C 3.22087 -1.30818 -1.00349
H -3.33847 0.34203 2.19067
C -2.88265 -4.32664 -4.24091
H -1.75321 -2.46139 -4.87449
C -3.38536 -0.73072 2.00328
H -4.16278 -0.45048 7.29857
H -0.08710 2.23016 -0.41239
H -4.37605 -2.86047 -1.42319
H -4.22740 -5.29833 -5.64179
C 5.37363 -3.66698 -3.51593
O -3.69578 -2.91699 4.17883
C -5.23169 -2.23606 1.71656
C -5.43367 1.08148 3.66129
H 0.82880 -3.51060 -0.18434
C 2.28590 7.09653 -1.28322
H -3.79962 -3.59603 -6.11643
H -0.74707 -4.00039 1.33734
H -1.05457 -5.65682 -0.59713
H 2.73802 2.03122 -0.32400
C -5.73473 -0.00662 2.66198
O -0.45405 -2.62223 3.40870
H 2.96087 8.07169 0.86936
C 2.92674 7.00369 1.08455
H 3.86585 -1.76292 1.79125
H 2.22349 3.24320 -7.13941
H 1.43059 -4.14685 2.84024
H 4.83993 -5.72862 -4.09061
H -5.12627 -1.84824 6.65398
H 0.66225 6.88489 3.65307
C 0.04705 4.75348 2.14377
H 2.43897 1.13769 6.36861
H 1.72502 6.63081 -2.09354
C 0.26508 1.26297 -0.77100
H -0.14075 -1.78909 -1.83025
H 1.71372 0.90286 -4.14800
H -2.68305 -4.94486 -6.32521
C -1.38880 6.78704 1.77814
C 0.91885 -1.63084 -2.03103
H 2.92905 4.38686 0.82121
H -4.94804 1.19937 5.82856
H 0.54157 4.80811 -3.07534
C -4.23171 -1.23506 6.54508
H -0.02199 0.87067 2.07459
H 3.86961 -1.56612 6.07700
H 1.03151 4.32906 1.94673
H -5.69457 0.50276 1.69916
H 1.98464 3.34971 4.21504
H 0.14336 -0.32455 -5.13390
C -0.58347 -3.97004 3.50004
H 3.32054 7.36432 -1.49745
H -3.42190 -1.94832 6.69865
H -0.18283 1.18771 6.38047
C -1.15750 -5.39721 -1.65075
O 1.72987 2.88248 7.01625
C 2.65827 2.76374 4.84031
C 4.64550 -2.84810 -4.56636
C 1.46970 2.85337 -5.09098
H -3.09168 -7.25002 -0.57988
O 6.63753 -3.74624 -4.06647
H -1.95437 -0.70766 4.59002
H -1.32856 -5.45030 2.07606
H 3.65366 -2.54904 -4.22736
H -2.48308 -7.12801 -4.86047